Molecular formula: C7H23IN7O4
Method: DFT, the ωB97M-V functional and the def2-TZVPD basis

Results
HOMO-LUMO gap in eV: 5.741
Energy in Ha: -1262.50093
Relative energy (zero: lowest compared OMol25 entry of this formula, charge and spin) in eV: 2.245
Charge: -1

Structure (XYZ):
```
42
Properties=species:S:1:pos:R:3:nbo_charge:R:1
I -0.2396 -2.9307 0.4490 -1.00
C -2.5662 3.6999 -1.1064 -0.63
C -2.0634 4.3530 0.1633 -0.05
C -2.9570 4.7024 1.3253 -0.08
O -3.9929 5.6491 0.9235 -0.55
C -4.7672 6.1609 1.9716 -0.24
N -0.9285 3.5052 0.6214 -0.81
H -3.5658 4.1317 -1.1557 0.21
H -2.6275 2.6173 -0.9952 0.22
H -1.8681 4.1526 -1.8106 0.23
H -1.5811 5.3240 0.0505 0.17
H -2.2775 5.1815 2.0301 0.16
H -3.2790 3.7489 1.7440 0.17
H -5.3302 7.0590 1.7177 0.18
H -4.1249 6.4686 2.7968 0.16
H -5.4975 5.4486 2.3555 0.16
H -0.8558 3.7906 1.5875 0.33
H -1.2071 2.5369 0.6907 0.36
C 4.2352 0.8552 2.9983 0.72
O 3.4095 0.2861 3.7025 -0.66
N 5.2461 1.5313 3.3609 -0.82
N 4.3883 0.7168 1.7575 -0.80
H 5.2869 1.8990 4.3007 0.40
H 5.9789 1.7019 2.6871 0.37
H 3.6884 0.2433 1.2043 0.42
H 5.1610 1.2051 1.3277 0.36
C 2.8088 -8.3656 2.2327 0.73
O 3.4067 -7.3165 2.2622 -0.66
N 1.5338 -8.4617 2.1151 -0.82
N 3.2815 -9.5329 2.4388 -0.84
H 0.9913 -7.6395 1.8921 0.42
H 1.0795 -9.3375 2.3312 0.37
H 2.7247 -10.3204 2.1389 0.39
H 4.2440 -9.4492 2.7332 0.41
C -1.4402 -1.8568 -6.4765 0.75
O -2.4581 -2.4940 -6.4155 -0.67
N -0.9803 -1.4655 -7.6520 -0.86
N -0.5758 -1.6586 -5.5380 -0.82
H -0.1416 -0.9586 -7.8963 0.38
H -1.6643 -1.6189 -8.3791 0.40
H -0.8480 -2.1356 -4.6904 0.43
H 0.3732 -1.4268 -5.7945 0.39
```

Molecular formula: C7H23NPPb
Method: DFT, the ωB97M-V functional and the def2-TZVPD basis

Results
HOMO-LUMO gap in eV: 6.890
Energy in Ha: -869.09850
Charge: +1

Structure (XYZ):
```
33
Properties=species:S:1:pos:R:3:nbo_charge:R:1
C -1.6043 2.4973 -1.4984 -0.99
Pb -0.0259 0.6546 -3.1219 1.04
N 1.5077 -1.1494 -3.0525 -1.12
H 0.6371 1.9655 -4.5524 -0.33
H 2.4588 -0.7853 -3.0100 0.41
H -1.8605 1.3881 -1.6905 0.27
H -2.0333 3.3350 -2.0063 0.25
H -0.7269 2.9548 -0.9749 0.26
H -2.1966 2.2338 -0.5995 0.26
H 1.3782 -1.8964 -2.3693 0.42
H 1.3403 -1.5201 -4.0080 0.41
C -2.3281 0.5099 1.9230 -0.61
C -0.8418 0.6254 1.7751 -0.73
P -0.1859 0.3209 0.1225 0.83
C 1.6343 0.4488 0.3818 -0.72
C 2.3123 0.0208 1.6709 -0.62
C -0.4732 -1.4982 0.0596 -0.71
C -0.0931 -2.4486 1.1980 -0.62
H -2.8647 1.1478 1.2526 0.21
H -2.6423 0.7718 2.9505 0.24
H -2.6626 -0.5525 1.7627 0.21
H -0.5438 1.6530 2.0546 0.24
H -0.3225 -0.0617 2.4406 0.24
H 2.0813 -0.1879 -0.4156 0.20
H 1.9078 1.4813 0.1642 0.23
H 2.3486 -1.0507 1.7785 0.21
H 3.3457 0.3699 1.7103 0.23
H 1.8253 0.4437 2.5934 0.22
H -1.5154 -1.6314 -0.1951 0.24
H 0.1280 -1.8405 -0.8175 0.19
H -0.5363 -2.2075 2.1756 0.22
H -0.4304 -3.4664 0.9679 0.23
H 0.9819 -2.5256 1.3300 0.21
```

Which value of energy does entry 1 give?
-1262.50093 Ha

Among the records above, which one has the lowest charge?
C7H23IN7O4